[1]
Below is a molecular structure, C8H12B2F8K2O6 at a distorted geometry, with properties calculated with ωB97M-V with the def2-TZVPD basis set.

XYZ file:
```
38
Properties=species:S:1:pos:R:3
K -1.46 -1.02 -4.30
K 2.58 -2.38 -0.76
B 2.07 -4.02 -3.72
F 2.34 -4.80 -4.85
F 2.04 -4.84 -2.56
F 2.96 -2.94 -3.62
F 0.75 -3.47 -3.88
B -0.38 -0.77 -1.45
F -1.12 -1.91 -1.14
F 0.51 -0.43 -0.41
F 0.50 -1.08 -2.52
F -1.28 0.21 -1.90
C 2.79 4.31 1.87
C 3.03 2.83 1.93
C 2.30 2.01 0.87
O 3.22 0.96 0.61
C 4.47 1.31 1.01
O 5.43 0.65 0.85
O 4.42 2.53 1.61
H 1.71 4.47 1.79
H 3.23 4.78 0.99
H 3.13 4.78 2.80
H 2.90 2.43 2.93
H 2.08 2.60 -0.02
H 1.38 1.59 1.27
C -5.01 -1.02 -0.11
C -3.68 -1.03 0.63
C -3.03 0.32 0.91
O -2.81 0.31 2.31
C -3.26 -0.84 2.85
O -3.19 -1.11 4.00
O -3.80 -1.64 1.90
H -5.65 -0.36 0.50
H -5.48 -1.99 -0.23
H -4.90 -0.52 -1.07
H -3.02 -1.56 -0.05
H -3.65 1.18 0.61
H -2.13 0.48 0.31
```

**HOMO-LUMO gap**: 0.36205 hartree
**ΔE to the lowest compared entry with this formula, charge and spin**: 15.3 kcal/mol
**LUMO energy**: -1.006 eV

***

[2]
Below is C2H5PS in the gas phase at a distorted geometry, with properties calculated with ωB97M-V with the def2-TZVPD basis set.

XYZ file:
```
9
Properties=species:S:1:pos:R:3
C 0.72 -0.94 0.10
C 0.09 0.15 -0.65
P -1.27 1.18 0.12
S 1.89 0.59 0.10
H 0.44 -1.16 1.14
H 1.07 -1.63 -0.60
H -0.03 0.42 -1.72
H -0.70 1.24 1.49
H -2.22 0.13 0.03
```

**HOMO-LUMO gap**: 0.35530 hartree
**ΔE to the lowest compared entry with this formula, charge and spin**: 23.6 kcal/mol
**LUMO energy**: 0.760 eV
**Structure (SMILES)**: P[C@@H]1CS1

***

[3]
Below is a gas-phase ion, C6H15N2O (charge +1) at a distorted geometry, with properties calculated with ωB97M-V with the def2-TZVPD basis set.

XYZ file:
```
24
Properties=species:S:1:pos:R:3
C 1.00 0.97 0.58
C 1.12 1.85 -0.68
C -1.07 0.89 -1.42
C 0.60 -1.92 1.98
C -1.09 -1.99 0.11
C -0.34 -1.10 0.98
N 0.49 -0.32 0.21
N -0.31 2.13 -1.21
O -0.87 0.38 -2.69
H 1.96 0.89 1.04
H 0.43 1.53 1.37
H 1.55 2.92 -0.58
H 1.73 1.26 -1.30
H -2.05 0.96 -0.90
H 1.29 -1.14 2.39
H -0.07 -2.37 2.72
H 1.37 -2.54 1.50
H -0.44 -2.31 -0.79
H -2.05 -1.63 -0.38
H -1.31 -2.88 0.63
H -0.92 -0.55 1.64
H -0.74 2.59 -0.41
H -0.20 2.49 -2.19
H -0.06 -0.10 -2.62
```

**HOMO-LUMO gap (alpha / beta)**: 0.31464 / 0.32819 hartree
**ΔE to the lowest compared entry with this formula, charge and spin**: 111.3 kcal/mol
**Total charge**: +1
**LUMO energy (alpha / beta)**: -4.436 / -4.189 eV